[1]
13 unconnected molecules or ions with the total composition C76H176N10O13 at a distorted geometry. Source: the OMol25 dataset; level of theory: ωB97M-V/def2-TZVPD.

CARTESIAN COORDINATES (ANGSTROEM)
1 C -37.272 -11.043 9.007
2 C -37.588 -11.881 10.295
3 O -38.465 -12.913 9.977
4 H -38.196 -10.652 8.581
5 H -36.816 -11.746 8.309
6 H -36.585 -10.201 9.092
7 H -37.998 -11.268 11.098
8 H -36.649 -12.360 10.574
9 H -38.823 -13.259 10.798
10 C -33.801 -12.343 2.722
11 C -33.510 -13.092 1.422
12 O -32.865 -12.234 0.487
13 H -34.090 -13.111 3.439
14 H -34.583 -11.588 2.648
15 H -32.895 -11.822 3.034
16 H -34.346 -13.632 0.979
17 H -32.832 -13.918 1.637
18 H -32.451 -12.798 -0.171
19 C -35.578 2.279 11.878
20 C -36.788 1.644 12.652
21 O -37.920 2.480 12.521
22 H -34.648 1.719 11.979
23 H -35.515 3.356 12.034
24 H -35.822 2.278 10.816
25 H -36.512 1.419 13.683
26 H -36.983 0.685 12.173
27 H -38.381 2.479 13.363
28 C -24.232 -1.286 15.572
29 C -24.246 -2.776 15.859
30 C -23.210 -3.126 16.954
31 C -23.304 -4.545 17.453
32 C -24.775 -4.799 17.864
33 C -25.921 -4.424 16.921
34 N -25.618 -3.095 16.413
35 O -26.689 -2.588 15.625
36 C -26.127 -5.490 15.880
37 C -27.200 -4.314 17.818
38 C -23.821 -3.451 14.560
39 H -24.596 -0.839 16.498
40 H -25.021 -0.931 14.909
41 H -23.247 -0.928 15.272
42 H -22.271 -2.853 16.473
43 H -23.358 -2.437 17.785
44 H -22.613 -4.696 18.283
45 H -22.985 -5.207 16.647
46 H -24.872 -4.306 18.832
47 H -24.841 -5.881 17.975
48 H -26.552 -6.350 16.398
49 H -26.737 -5.102 15.064
50 H -25.157 -5.726 15.444
51 H -28.042 -4.268 17.127
52 H -27.300 -5.146 18.516
53 H -27.200 -3.429 18.454
54 H -23.642 -4.505 14.774
55 H -22.995 -2.987 14.020
56 H -24.714 -3.370 13.940
57 H -26.572 -2.946 14.742
58 C -38.609 -9.600 17.857
59 C -37.132 -8.984 17.768
60 C -37.060 -8.061 18.976
61 C -35.605 -7.539 19.296
62 C -34.586 -8.731 19.396
63 C -34.644 -9.671 18.166
64 N -36.054 -9.986 17.881
65 O -36.215 -11.010 16.902
66 C -33.854 -9.032 17.030
67 C -33.937 -10.954 18.608
68 C -37.050 -8.098 16.502
69 H -38.724 -10.410 17.137
70 H -39.334 -8.844 17.554
71 H -38.865 -9.953 18.856
72 H -37.750 -7.232 18.824
73 H -37.402 -8.591 19.865
74 H -35.606 -6.836 20.129
75 H -35.242 -6.961 18.446
76 H -34.826 -9.285 20.304
77 H -33.625 -8.225 19.488
78 H -34.139 -8.089 16.564
79 H -32.795 -8.912 17.260
80 H -33.914 -9.739 16.203
81 H -32.858 -10.800 18.574
82 H -34.170 -11.424 19.564
83 H -34.067 -11.747 17.872
84 H -36.361 -7.254 16.469
85 H -38.005 -7.753 16.106
86 H -36.629 -8.755 15.741
87 H -36.500 -11.794 17.375
88 C -26.456 3.304 4.127
89 C -25.242 2.421 4.669
90 C -23.940 3.113 4.075
91 C -22.633 2.558 4.664
92 C -22.735 2.612 6.178
93 C -23.956 1.918 6.857
94 N -25.226 2.299 6.144
95 O -26.418 1.805 6.682
96 C -23.643 0.386 6.884
97 C -23.938 2.527 8.289
98 C -25.396 1.014 4.007
99 H -26.641 3.171 3.061
100 H -26.332 4.347 4.418
101 H -27.407 2.969 4.542
102 H -23.943 3.015 2.990
103 H -23.944 4.199 4.168
104 H -21.758 3.166 4.433
105 H -22.380 1.577 4.261
106 H -22.654 3.658 6.473
107 H -21.835 2.221 6.654
108 H -22.871 0.149 7.615
109 H -24.523 -0.060 7.346
110 H -23.474 -0.093 5.920
111 H -24.342 3.539 8.264
112 H -24.632 1.850 8.788
113 H -22.976 2.535 8.801
114 H -24.644 0.284 4.306
115 H -25.341 1.099 2.921
116 H -26.381 0.614 4.248
117 H -26.832 2.557 7.111
118 C -25.315 -10.634 1.928
119 C -24.789 -11.916 1.248
120 C -25.058 -11.972 -0.299
121 C -24.080 -11.098 -1.070
122 C -22.614 -11.559 -0.797
123 C -22.276 -11.492 0.738
124 N -23.352 -12.238 1.442
125 O -23.009 -12.461 2.731
126 C -20.936 -12.231 0.835
127 C -22.146 -10.001 1.196
128 C -25.619 -13.064 1.871
129 H -26.359 -10.408 1.715
130 H -24.769 -9.802 1.482
131 H -24.972 -10.496 2.953
132 H -25.072 -12.988 -0.693
133 H -26.004 -11.483 -0.532
134 H -24.182 -10.044 -0.811
135 H -24.162 -11.044 -2.156
136 H -21.924 -11.004 -1.433
137 H -22.534 -12.580 -1.170
138 H -21.066 -13.261 0.504
139 H -20.175 -11.937 0.112
140 H -20.593 -12.382 1.858
141 H -22.635 -9.283 0.537
142 H -22.663 -9.935 2.153
143 H -21.117 -9.738 1.440
144 H -25.394 -13.163 2.933
145 H -25.583 -14.028 1.364
146 H -26.678 -12.817 1.798
147 H -23.187 -13.400 2.831
148 C -33.085 -17.344 9.843
149 C -31.621 -17.643 9.553
150 C -31.071 -16.597 8.395
151 C -30.897 -15.143 8.967
152 C -29.970 -15.253 10.195
153 C -30.437 -16.229 11.345
154 N -30.825 -17.513 10.776
155 O -31.082 -18.492 11.696
156 C -29.175 -16.496 12.172
157 C -31.577 -15.594 12.276
158 C -31.583 -19.083 8.986
159 H -33.266 -16.269 9.821
160 H -33.319 -17.597 10.877
161 H -33.799 -17.932 9.265
162 H -30.212 -17.093 7.943
163 H -31.848 -16.490 7.639
164 H -31.866 -14.768 9.297
165 H -30.670 -14.338 8.268
166 H -29.570 -14.291 10.514
167 H -29.089 -15.748 9.785
168 H -28.809 -15.557 12.587
169 H -29.270 -17.249 12.955
170 H -28.457 -16.939 11.482
171 H -31.111 -14.991 13.056
172 H -32.206 -14.930 11.682
173 H -32.252 -16.331 12.710
174 H -32.210 -19.701 9.629
175 H -30.586 -19.506 9.114
176 H -32.012 -19.225 7.994
177 H -30.308 -19.059 11.668
178 C -31.491 -3.983 8.739
179 C -30.831 -4.793 9.878
180 C -31.403 -6.273 9.839
181 C -30.943 -7.090 8.606
182 C -29.470 -7.204 8.585
183 C -28.738 -5.846 8.693
184 N -29.347 -4.879 9.729
185 O -28.614 -3.710 9.994
186 C -27.294 -6.159 9.151
187 C -28.602 -5.095 7.321
188 C -31.171 -4.216 11.311
189 H -31.776 -4.502 7.824
190 H -30.819 -3.160 8.496
191 H -32.428 -3.614 9.156
192 H -31.129 -6.833 10.733
193 H -32.488 -6.249 9.941
194 H -31.403 -6.806 7.660
195 H -31.339 -8.101 8.710
196 H -29.290 -7.772 7.672
197 H -29.178 -7.918 9.355
198 H -27.244 -6.418 10.208
199 H -26.965 -6.955 8.482
200 H -26.549 -5.366 9.206
201 H -29.512 -5.002 6.729
202 H -28.067 -4.156 7.460
203 H -27.933 -5.621 6.640
204 H -30.703 -4.812 12.094
205 H -32.251 -4.317 11.418
206 H -30.761 -3.213 11.430
207 H -28.886 -3.172 9.246
208 C -22.781 -12.590 11.216
209 C -21.944 -12.863 12.479
210 C -22.502 -12.070 13.737
211 O -21.902 -12.441 14.938
212 C -22.190 -11.597 16.050
213 N -22.052 -14.258 12.729
214 H -22.593 -11.625 10.747
215 H -23.846 -12.715 11.412
216 H -22.489 -13.347 10.487
217 H -20.880 -12.649 12.378
218 H -23.584 -11.953 13.805
219 H -22.173 -11.034 13.648
220 H -21.870 -12.165 16.924
221 H -23.260 -11.406 16.133
222 H -21.621 -10.670 16.113
223 H -21.602 -14.580 13.575
224 H -23.040 -14.291 12.936
225 C -18.713 -6.390 7.122
226 C -17.702 -5.736 6.251
227 C -16.546 -6.596 5.790
228 O -16.032 -7.315 6.970
229 C -14.958 -8.227 6.698
230 N -18.356 -5.024 5.189
231 H -19.140 -7.297 6.694
232 H -19.598 -5.786 7.321
233 H -18.415 -6.659 8.135
234 H -17.306 -4.917 6.851
235 H -15.711 -6.037 5.367
236 H -16.938 -7.296 5.052
237 H -14.071 -7.665 6.404
238 H -15.133 -9.064 6.023
239 H -14.773 -8.597 7.707
240 H -17.701 -4.726 4.480
241 H -18.975 -5.622 4.661
242 C -45.152 -2.283 9.779
243 C -43.832 -2.648 9.123
244 C -42.658 -2.696 10.102
245 O -41.464 -3.135 9.444
246 C -40.707 -4.179 10.171
247 N -43.883 -3.966 8.607
248 H -45.408 -2.878 10.655
249 H -45.988 -2.434 9.096
250 H -45.167 -1.262 10.161
251 H -43.598 -1.996 8.283
252 H -42.881 -3.339 10.954
253 H -42.533 -1.661 10.422
254 H -40.539 -4.193 11.248
255 H -39.745 -4.375 9.697
256 H -41.135 -5.182 10.171
257 H -44.254 -3.842 7.676
258 H -42.905 -4.180 8.478
259 C -38.993 -5.309 4.118
260 C -37.821 -4.322 4.196
261 C -36.892 -4.300 2.942
262 O -35.864 -3.377 3.048
263 C -34.926 -3.404 1.967
264 N -38.430 -3.032 4.481
265 H -39.302 -5.467 5.152
266 H -38.660 -6.238 3.655
267 H -39.791 -4.950 3.469
268 H -37.152 -4.632 4.999
269 H -37.546 -4.179 2.079
270 H -36.416 -5.265 2.768
271 H -35.471 -3.448 1.025
272 H -34.390 -4.349 1.882
273 H -34.268 -2.549 1.813
274 H -38.731 -3.073 5.444
275 H -37.772 -2.266 4.447

## Properties
**LUMO level**: 0.183 eV

[2]
2 unconnected molecules or ions with the total composition CH5NS at a distorted geometry. Source: the OMol25 dataset; level of theory: ωB97M-V/def2-TZVPD.

CARTESIAN COORDINATES (ANGSTROEM)
1 C -0.463 0.485 1.369
2 N 0.775 0.863 1.449
3 H -0.738 -0.418 1.896
4 H -1.070 1.024 0.657
5 H 1.112 1.589 0.835
6 H 1.436 0.328 1.990
7 S -0.157 -0.734 -1.336
8 H -0.884 0.368 -1.585

## Properties
**LUMO level**: -0.635 eV
**Relative energy (zero: lowest compared OMol25 entry of this formula, charge and spin)**: 37.4 kcal per mole

[3]
A molecular structure, C27H56KN13O2 at a distorted geometry. Source: the OMol25 dataset; level of theory: ωB97M-V/def2-TZVPD.

CARTESIAN COORDINATES (ANGSTROEM)
1 K 0.350 -0.838 0.401
2 C 1.202 4.557 1.853
3 N -0.079 4.272 1.253
4 C -0.979 5.398 1.051
5 C -0.365 2.954 0.844
6 N 0.499 2.190 0.283
7 C 1.624 2.791 -0.445
8 C 2.231 1.904 -1.493
9 N 2.580 0.516 -1.175
10 C 3.817 0.430 -0.399
11 C 3.778 0.822 1.103
12 N 2.768 0.033 1.801
13 C 2.985 -0.497 2.959
14 N 1.946 -0.739 3.840
15 C 0.749 0.032 3.686
16 C 1.881 -1.982 4.638
17 N 4.175 -0.912 3.496
18 C 4.491 -0.732 4.940
19 C 5.281 -1.387 2.702
20 C 2.634 -0.326 -2.384
21 C 1.295 -0.801 -3.058
22 N 0.493 -1.625 -2.275
23 C -0.340 -2.484 -2.750
24 N -0.781 -3.489 -1.945
25 C -2.178 -3.901 -1.946
26 C -0.081 -3.845 -0.737
27 N -0.834 -2.503 -4.060
28 C -1.029 -3.718 -4.802
29 C -1.564 -1.357 -4.576
30 N -1.704 2.569 0.949
31 C -2.364 2.779 2.194
32 C -2.190 1.362 0.266
33 H 1.055 5.037 2.837
34 H 1.768 3.640 2.010
35 H 1.771 5.274 1.301
36 H -0.403 6.097 0.467
37 H -1.889 5.115 0.461
38 H -1.281 5.924 1.965
39 H 1.326 3.731 -0.949
40 H 2.362 3.141 0.291
41 H 1.448 1.807 -2.264
42 H 3.084 2.417 -1.950
43 H 4.162 -0.610 -0.434
44 H 4.687 0.988 -0.817
45 H 4.817 0.773 1.461
46 H 3.463 1.858 1.206
47 H 0.981 1.024 3.416
48 H -0.022 -0.365 3.021
49 H 0.267 0.124 4.644
50 H 2.598 -2.684 4.244
51 H 2.008 -1.787 5.732
52 H 0.884 -2.441 4.515
53 H 3.624 -0.309 5.464
54 H 4.694 -1.680 5.424
55 H 5.297 -0.084 5.119
56 H 4.921 -1.673 1.702
57 H 6.125 -0.683 2.727
58 H 5.653 -2.306 3.113
59 H 3.199 0.205 -3.207
60 H 3.180 -1.233 -2.118
61 H 0.757 0.128 -3.299
62 H 1.665 -1.330 -3.997
63 H -2.774 -3.402 -2.706
64 H -2.296 -5.003 -2.150
65 H -2.596 -3.685 -1.006
66 H 0.934 -3.433 -0.809
67 H -0.610 -3.549 0.171
68 H -0.041 -4.933 -0.714
69 H -0.596 -4.597 -4.217
70 H -2.084 -3.922 -5.097
71 H -0.356 -3.660 -5.640
72 H -1.472 -0.471 -3.889
73 H -1.174 -1.051 -5.557
74 H -2.639 -1.557 -4.673
75 H -1.891 3.552 2.806
76 H -3.374 3.171 2.037
77 H -2.468 1.885 2.776
78 H -1.623 1.229 -0.676
79 H -2.077 0.459 0.893
80 H -3.257 1.485 0.064
81 O -1.704 -1.983 1.513
82 C -2.794 -2.588 1.317
83 O -3.203 -3.682 1.704
84 C -3.871 -1.936 0.389
85 C -5.201 -2.200 0.616
86 C -6.193 -1.519 -0.101
87 C -5.773 -0.683 -1.163
88 C -4.416 -0.604 -1.387
89 N -3.459 -1.142 -0.623
90 H -5.503 -2.873 1.434
91 H -7.227 -1.685 0.083
92 H -6.475 -0.236 -1.838
93 H -4.052 -0.036 -2.256
94 N -1.639 2.324 -3.618
95 N -2.113 3.253 -2.602
96 H -0.833 2.714 -4.092
97 H -2.293 2.248 -4.382
98 H -2.776 3.871 -3.007
99 H -2.576 2.677 -1.906

## Properties
**LUMO level**: 0.348 eV
**Relative energy (zero: lowest compared OMol25 entry of this formula, charge and spin)**: 28.6 kcal per mole

[4]
A single C6H12O molecule at a distorted geometry. Source: the OMol25 dataset; level of theory: ωB97M-V/def2-TZVPD.

CARTESIAN COORDINATES (ANGSTROEM)
1 C -0.903 -1.635 -0.708
2 C -0.694 -0.145 -0.503
3 C -0.983 0.412 0.814
4 C -0.635 1.806 0.917
5 O 0.987 1.710 -0.119
6 C 1.002 0.481 -0.641
7 C 1.923 -0.518 0.047
8 H -1.971 -1.882 -0.779
9 H -0.431 -1.980 -1.636
10 H -0.484 -2.222 0.117
11 H -1.164 0.437 -1.298
12 H -0.720 -0.213 1.669
13 H -2.056 0.863 1.049
14 H -0.405 2.214 1.902
15 H -1.057 2.504 0.224
16 H 1.094 0.453 -1.719
17 H 1.710 -0.593 1.107
18 H 1.837 -1.497 -0.396
19 H 2.950 -0.194 -0.049

## Properties
**LUMO level**: 0.996 eV
**Relative energy (zero: lowest compared OMol25 entry of this formula, charge and spin)**: 72.2 kcal per mole

[5]
A molecular structure, C20H42F6Mn2N6O12S2 at a distorted geometry. Source: the OMol25 dataset; level of theory: ωB97M-V/def2-TZVPD.

CARTESIAN COORDINATES (ANGSTROEM)
1 Mn 20.824 -34.930 8.558
2 Mn 22.725 -32.483 12.719
3 C 24.571 -32.348 8.525
4 F 23.949 -31.174 8.586
5 F 24.508 -32.878 7.317
6 F 25.819 -32.187 8.901
7 S 23.808 -33.510 9.738
8 O 22.643 -34.093 9.051
9 O 24.822 -34.430 10.078
10 O 23.385 -32.643 10.854
11 C 18.448 -33.736 12.396
12 F 17.272 -33.194 12.206
13 F 18.907 -33.474 13.611
14 F 18.366 -35.053 12.207
15 S 19.657 -33.058 11.131
16 O 20.035 -34.177 10.253
17 O 18.968 -32.029 10.447
18 O 20.830 -32.614 11.885
19 C 19.840 -32.197 7.008
20 O 20.139 -33.303 7.501
21 N 20.400 -31.679 5.961
22 C 20.061 -30.342 5.500
23 C 21.471 -32.376 5.246
24 H 18.977 -31.643 7.384
25 H 19.153 -29.936 5.945
26 H 19.820 -30.362 4.432
27 H 20.878 -29.631 5.619
28 H 22.440 -32.064 5.627
29 H 21.288 -33.447 5.276
30 H 21.395 -32.134 4.187
31 C 18.981 -28.921 11.509
32 O 19.863 -28.314 12.076
33 N 18.022 -28.387 10.734
34 C 17.982 -26.971 10.467
35 C 17.195 -29.241 9.891
36 H 18.873 -30.013 11.594
37 H 17.013 -26.559 10.745
38 H 18.165 -26.759 9.409
39 H 18.783 -26.486 11.017
40 H 17.720 -29.468 8.961
41 H 16.857 -30.161 10.358
42 H 16.267 -28.683 9.753
43 C 14.679 -35.560 16.546
44 O 13.482 -35.574 16.590
45 N 15.425 -34.985 15.549
46 C 16.855 -35.095 15.499
47 C 14.776 -34.240 14.495
48 H 15.315 -36.067 17.296
49 H 17.129 -35.734 14.648
50 H 17.251 -35.579 16.393
51 H 17.367 -34.133 15.427
52 H 15.184 -34.536 13.515
53 H 13.726 -34.513 14.444
54 H 14.909 -33.157 14.572
55 C 19.312 -29.473 17.592
56 O 19.502 -28.292 17.460
57 N 19.351 -30.385 16.576
58 C 19.739 -29.997 15.242
59 C 18.965 -31.738 16.766
60 H 19.080 -29.922 18.573
61 H 18.915 -30.146 14.538
62 H 20.601 -30.581 14.883
63 H 19.952 -28.935 15.182
64 H 19.817 -32.436 16.740
65 H 18.500 -31.900 17.740
66 H 18.233 -32.060 16.018
67 C 12.179 -30.738 12.203
68 O 11.012 -30.991 12.049
69 N 13.206 -31.495 11.709
70 C 14.550 -31.009 11.701
71 C 12.929 -32.636 10.859
72 H 12.525 -29.865 12.783
73 H 15.216 -31.757 12.154
74 H 14.621 -30.098 12.292
75 H 14.956 -30.877 10.695
76 H 13.458 -33.505 11.263
77 H 11.865 -32.817 10.766
78 H 13.291 -32.465 9.837
79 C 23.417 -35.709 13.155
80 O 23.155 -34.522 12.854
81 N 22.595 -36.540 13.749
82 C 21.273 -36.137 14.170
83 C 22.974 -37.937 13.982
84 H 24.367 -36.175 12.888
85 H 21.162 -36.204 15.256
86 H 20.561 -36.893 13.823
87 H 21.023 -35.154 13.799
88 H 22.129 -38.614 13.896
89 H 23.852 -38.232 13.416
90 H 23.300 -38.053 15.027

## Properties
**Total charge**: +2
**LUMO level (spin up / spin down)**: -7.462 / -7.444 eV
**Spin multiplicity**: 11

Which formula does entry 2 have? CH5NS